C29H55CrN4O6P2 as an isolated structure at a distorted geometry. Source: the OMol25 dataset; level of theory: ωB97M-V/def2-TZVPD.

Positions of all 97 atoms, in Å:
Cr: -0.57595 1.49169 0.17708
C: -4.11040 1.90506 -3.60223
C: -3.31903 2.34661 -2.41901
C: -3.53197 1.76799 -1.17371
C: -2.89927 2.25067 -0.03002
C: -1.97394 3.30779 -0.12236
C: -1.76380 3.89051 -1.38767
C: -2.42073 3.41775 -2.50285
H: -4.18215 0.81971 -3.65276
H: -3.70473 2.29304 -4.53393
H: -5.12653 2.28964 -3.50323
H: -4.26591 0.98341 -1.07911
H: -3.29767 1.95346 0.93413
H: -1.75388 3.88552 0.77153
H: -1.15419 4.77659 -1.47484
H: -2.29908 3.92461 -3.44781
C: 2.22396 -4.31275 -0.32268
C: 1.49101 -3.01208 -0.59280
C: 0.40950 -3.17693 -1.64658
O: 0.87248 -2.55905 0.65073
P: 1.07577 -1.07685 1.12522
O: 0.77366 -0.05829 0.07084
C: 0.01445 -1.00120 2.59265
P: -1.70159 -0.95797 1.92116
O: -1.76499 -0.02596 0.75607
O: -2.08005 -2.35727 1.39288
C: -2.36135 -3.53622 2.21979
C: -1.52978 -4.67009 1.64730
C: -3.85048 -3.81836 2.16882
O: -2.72877 -0.64639 3.06138
C: -2.72098 0.26498 4.18669
C: -1.96079 -0.33738 5.35846
C: -2.23141 1.64543 3.78095
O: 2.58364 -0.82733 1.47731
C: 3.38753 -1.63729 2.39039
C: 4.74210 -1.82357 1.72786
C: 3.48910 -0.90192 3.71542
H: 2.68231 -4.66061 -1.24354
H: 1.52919 -5.07327 0.02267
H: 3.00267 -4.17631 0.42180
H: 2.20186 -2.23223 -0.90049
H: -0.27049 -3.97589 -1.36515
H: 0.86943 -3.44544 -2.59354
H: -0.16015 -2.25435 -1.75403
H: 0.24280 -0.10719 3.17142
H: 0.16687 -1.88395 3.21042
H: -2.06354 -3.31163 3.24928
H: -1.87231 -4.89114 0.64084
H: -1.64333 -5.56091 2.25889
H: -0.47979 -4.39221 1.60928
H: -4.17033 -3.96910 1.14170
H: -4.41194 -2.99067 2.59364
H: -4.06376 -4.71926 2.73866
H: -3.78088 0.31507 4.45735
H: -0.88442 -0.34472 5.20570
H: -2.30359 -1.35336 5.53200
H: -2.16917 0.23928 6.25519
H: -1.23823 1.60104 3.33058
H: -2.19203 2.28698 4.65588
H: -2.92056 2.09341 3.07333
H: 2.88730 -2.60392 2.51933
H: 5.22828 -0.85994 1.59954
H: 4.63104 -2.28888 0.75114
H: 5.37659 -2.45264 2.34510
H: 3.91140 0.08759 3.55718
H: 4.13813 -1.44949 4.39271
H: 2.51280 -0.80121 4.18248
C: 0.25492 0.19884 -4.79567
C: -0.21630 0.63315 -3.38465
N: 0.79567 1.45554 -2.74005
C: 0.99914 2.67933 -3.50077
C: 1.38024 2.35366 -4.96469
N: 1.54430 0.88362 -5.07138
C: 2.57033 0.41813 -4.10803
C: 2.05035 0.72344 -2.68193
H: -0.46951 0.47571 -5.56357
H: 0.41134 -0.88083 -4.85529
H: -0.40464 -0.23373 -2.75085
H: -1.13976 1.20732 -3.44283
H: 1.78889 3.25309 -3.01400
H: 0.08344 3.26762 -3.46439
H: 2.31260 2.83987 -5.25464
H: 0.60458 2.67010 -5.66173
H: 1.84565 0.65374 -6.02165
H: 3.50820 0.93400 -4.31567
H: 2.72916 -0.65051 -4.25480
H: 2.77224 1.32342 -2.12628
H: 1.87522 -0.19196 -2.11980
N: 2.15986 4.54976 1.16336
C: 2.93536 3.43828 1.25082
C: 2.18123 2.41507 0.75765
N: 0.94831 2.88856 0.38002
C: 0.98022 4.19009 0.63901
H: 2.42157 5.47880 1.46357
H: 3.92844 3.44732 1.65212
H: 2.44818 1.38396 0.63894
H: 0.19089 4.89201 0.45274

Forces on the atoms, in the same order (eV/Å):
Cr 0.5 -0.8 -0.4
C -0.1 0.0 -0.1
C 0.1 0.0 0.4
C 0.2 -0.1 -0.1
C -0.6 1.0 0.0
C -1.2 0.4 -0.1
C 0.0 -0.1 0.1
C 0.1 0.0 0.2
H 0.0 0.0 0.0
H 0.0 0.0 0.0
H -0.1 0.0 -0.1
H -0.1 -0.1 0.1
H 0.4 -0.2 -0.1
H 0.3 -0.2 0.0
H 0.2 0.1 0.0
H 0.0 0.1 -0.2
C -0.1 0.4 0.1
C 0.3 -0.3 -0.6
C 0.1 0.2 0.3
O 0.0 0.5 0.5
P 1.0 -0.8 0.2
O -0.4 0.7 0.0
C -0.4 0.0 -1.0
P -0.8 -0.3 0.9
O 0.1 0.5 0.0
O 0.1 0.2 -0.1
C -0.2 -0.7 0.2
C -0.1 0.3 0.2
C 0.3 0.3 0.1
O 0.5 -0.5 -0.7
C 0.0 0.4 0.7
C -0.2 0.0 -0.3
C -0.3 -0.3 0.0
O -0.6 0.1 -0.1
C 0.6 -0.2 0.5
C -0.4 0.0 0.0
C -0.1 -0.2 -0.3
H 0.1 -0.1 -0.1
H -0.1 -0.1 0.0
H 0.1 0.0 0.1
H 0.0 -0.1 0.0
H -0.1 -0.1 0.0
H 0.0 0.0 -0.1
H -0.1 0.0 -0.1
H 0.0 0.1 0.0
H 0.0 -0.1 0.1
H 0.1 0.0 -0.1
H 0.0 -0.1 -0.1
H 0.0 -0.1 0.0
H 0.1 -0.1 0.0
H 0.0 -0.1 -0.1
H -0.1 0.0 0.1
H 0.0 0.0 0.0
H 0.2 0.0 -0.1
H 0.1 0.0 0.0
H 0.0 -0.1 0.1
H 0.0 0.1 0.1
H 0.2 0.1 0.1
H 0.1 0.1 0.1
H -0.1 0.1 -0.1
H 0.0 0.1 -0.1
H 0.1 0.1 0.0
H 0.0 -0.1 -0.1
H 0.0 -0.1 0.1
H 0.1 0.1 0.0
H 0.0 -0.1 0.1
H -0.1 0.0 0.1
C -0.8 -0.4 0.1
C -0.1 0.0 0.0
N -0.1 0.1 0.2
C 0.0 0.2 0.1
C -0.1 0.9 0.1
N 0.1 -0.2 -0.5
C 0.6 -0.3 0.6
C 0.1 -0.1 0.2
H 0.2 0.0 0.0
H 0.1 0.2 -0.1
H 0.0 -0.1 -0.1
H 0.0 0.0 -0.1
H 0.0 0.0 -0.1
H 0.1 0.0 -0.1
H 0.0 -0.2 -0.1
H 0.0 -0.2 -0.1
H 0.0 0.0 0.1
H -0.1 0.0 -0.1
H -0.1 0.1 -0.1
H 0.0 -0.1 -0.1
H 0.1 0.0 0.0
N -0.3 0.1 -0.1
C 0.2 -0.7 -0.1
C 0.7 0.0 0.2
N 0.1 0.4 0.2
C -0.2 0.2 -0.1
H -0.1 0.0 -0.1
H 0.2 0.1 0.0
H 0.1 0.0 0.1
H -0.1 0.1 0.0

Results
- Multiplicity: 5
- Energy: -96194.2760 eV
- Relative energy (zero: lowest compared OMol25 entry of this formula, charge and spin): 22.6 kcal per mole
- Frontier orbital gap (alpha / beta): 9.331 / 9.870 eV
- Charge: +3
- ⟨S²⟩: 6.013

C3H4O3Zn as an isolated structure at a distorted geometry. Source: the OMol25 dataset; level of theory: ωB97M-V/def2-TZVPD.

Positions of all 11 atoms, in Å:
H: 0.15420 0.78571 -0.98054
H: 2.13350 -1.54343 0.10331
C: 1.68708 -0.55648 -0.10470
C: 0.27305 -0.54223 -0.40960
O: -0.45456 -0.18744 0.75479
C: -1.75529 -0.40988 0.75763
O: -2.28342 0.62188 0.15437
Zn: 1.31225 2.30487 0.37658
O: 2.26815 0.50363 0.23203
H: -0.10911 -1.44168 -0.90278
H: -3.22585 0.46505 0.01891

Forces on the atoms, in the same order (eV/Å):
H 0.4 -3.8 0.3
H 0.6 0.2 -0.7
C 1.9 2.1 2.7
C -2.0 4.7 -2.0
O 1.8 -0.9 1.2
C -1.5 -0.4 -0.2
O -0.2 0.3 -0.6
Zn -0.8 1.8 -0.1
O -0.1 -4.4 -0.9
H -0.1 0.4 -0.1
H -0.1 0.0 0.3

Results
- Energy: -57729.6904 eV
- Relative energy (zero: lowest compared OMol25 entry of this formula, charge and spin): 78.2 kcal per mole
- Frontier orbital gap (alpha / beta): 5.556 / 5.561 eV

A 2-piece molecular cluster, C4H12 overall. Source: the OMol25 dataset; level of theory: ωB97M-V/def2-TZVPD.

Positions of all 16 atoms, in Å:
C: -0.11681 1.40873 -1.40905
C: 0.40245 2.81362 -1.13311
H: 0.69697 0.67276 -1.40872
H: -0.83219 1.09456 -0.64875
H: -0.61900 1.35451 -2.37554
H: -0.40369 3.55680 -1.21497
H: 1.18268 3.10467 -1.83342
H: 0.80810 2.88610 -0.12001
C: -0.40370 -1.47827 0.94495
C: 0.12794 -2.74905 1.60502
H: -1.47010 -1.36017 1.13946
H: 0.09679 -0.57866 1.30273
H: -0.27354 -1.53006 -0.13661
H: 1.19661 -2.86063 1.39765
H: -0.39095 -3.62246 1.19915
H: -0.00157 -2.71243 2.69122

Forces on the atoms, in the same order (eV/Å):
C 0.1 -0.1 0.0
C -0.3 0.2 0.1
H -0.1 0.1 0.1
H 0.0 -0.1 0.0
H 0.0 0.0 -0.1
H 0.1 -0.1 0.0
H 0.1 0.0 -0.1
H 0.0 0.0 -0.1
C 0.0 -0.3 0.0
C 0.0 0.3 -0.1
H -0.1 0.0 0.0
H 0.1 0.1 0.0
H 0.0 0.1 0.0
H 0.0 -0.1 0.0
H 0.0 0.0 0.2
H 0.0 -0.1 -0.1

Results
- Multiplicity: 2
- Energy: -4341.0205 eV
- Relative energy (zero: lowest compared OMol25 entry of this formula, charge and spin): 0.4 kcal per mole
- Frontier orbital gap (alpha / beta): 2.709 / 12.485 eV
- Charge: -1
- ⟨S²⟩: 0.750

C6H7Br12CaO2 as an isolated structure at a distorted geometry. Source: the OMol25 dataset; level of theory: ωB97M-V/def2-TZVPD.

Positions of all 28 atoms, in Å:
Ca: 2.78565 -16.61834 9.93745
C: 5.35024 -17.90267 13.05496
C: 4.58268 -17.33156 11.89405
O: 4.79026 -17.66649 10.68587
O: 3.65488 -16.49213 12.13232
H: 6.21450 -18.47769 12.74724
H: 4.58345 -18.43838 13.61858
H: 5.67986 -17.09700 13.71233
C: 9.24818 -20.05417 10.46985
Br: 7.58576 -21.05296 10.67564
Br: 10.75844 -21.19016 10.99217
Br: 9.14392 -18.35993 11.39065
H: 9.39614 -19.78140 9.43392
C: 6.48379 -18.72212 7.83638
Br: 8.14490 -17.82608 7.40415
Br: 6.31554 -20.53638 7.14864
Br: 5.02923 -17.60585 7.14694
H: 6.36162 -18.79250 8.91118
C: 4.65663 -14.00420 14.22309
Br: 6.58940 -13.59954 14.26158
Br: 3.68831 -12.64759 13.17698
Br: 3.87339 -14.21762 15.99743
H: 4.57230 -14.94613 13.70196
C: 7.43327 -20.34912 14.70756
Br: 6.86590 -19.65753 16.41768
Br: 6.43239 -21.98785 14.33221
Br: 9.36894 -20.59413 14.54341
H: 7.20749 -19.66945 13.89814

Forces on the atoms, in the same order (eV/Å):
Ca 2.0 -0.5 1.3
C -0.5 0.6 -0.2
C 0.2 0.3 -0.4
O -0.6 -0.1 -0.3
O -0.9 0.2 -0.5
H -0.2 -0.3 -0.2
H 0.4 -0.4 0.1
H 0.0 0.1 -0.1
C 0.2 -0.4 0.3
Br 0.4 0.3 -0.1
Br -0.5 0.6 -0.2
Br 0.1 -0.2 0.1
H -0.1 -0.3 -0.1
C 0.1 -0.3 -0.2
Br -0.3 -0.5 0.2
Br 0.2 0.7 0.1
Br -0.4 0.0 0.2
H 0.1 0.2 0.0
C 0.3 0.5 0.2
Br -0.9 -0.2 0.1
Br 0.4 -0.6 0.4
Br 0.4 0.1 -0.7
H -0.2 0.0 0.0
C 0.3 -0.6 -0.1
Br 0.3 0.1 -0.4
Br 0.4 0.4 0.0
Br -0.7 -0.1 0.3
H -0.2 0.1 0.3

Results
- Energy: -869373.0966 eV
- Relative energy (zero: lowest compared OMol25 entry of this formula, charge and spin): 0.0 kcal per mole
- Frontier orbital gap: 6.443 eV
- Charge: +1